1.
{
  "formula": "C2HF2NO3",
  "method": "ωB97M-V with the def2-TZVPD basis set",
  "symbols": ["C", "C", "N", "O", "O", "O", "F", "F", "H"],
  "positions_angstrom": [[-2.287, 1.159, -0.142], [1.993, 1.439, 0.236], [0.739, 1.242, 0.040], [-0.161, 2.049, 0.245], [-2.856, 2.115, 0.041], [0.380, 0.009, -0.504], [2.866, 0.455, -0.174], [2.622, 2.553, 0.529], [-0.624, 0.307, -0.641]],
  "nbo_charge": [0.49, 0.82, 0.26, -0.51, -0.47, -0.53, -0.30, -0.25, 0.49],
  "de_lowest_kj_mol": 83.6,
  "spin_multiplicity": 1,
  "gap_ev": 10.32,
  "e_lumo_ev": 0.65
}

---

2.
{
  "formula": "C2HF2P",
  "method": "ωB97M-V with the def2-TZVPD basis set",
  "symbols": ["F", "C", "P", "F", "C", "H"],
  "positions_angstrom": [[-1.500, -1.281, 1.849], [-1.064, -1.303, 0.656], [-0.775, -2.214, -0.816], [-2.308, -2.223, -1.603], [-0.145, -0.499, 0.088], [0.300, 0.383, 0.318]],
  "nbo_charge": [-0.29, 0.01, 1.08, -0.60, -0.42, 0.22],
  "smiles": "FC1=P(F)=C1",
  "de_lowest_kj_mol": 91.8,
  "spin_multiplicity": 1,
  "gap_ev": 10.14,
  "e_lumo_ev": 0.07
}

---

3.
{
  "formula": "C2HF2P",
  "method": "ωB97M-V with the def2-TZVPD basis set",
  "symbols": ["F", "C", "P", "C", "F", "H"],
  "positions_angstrom": [[-2.411, 1.497, 0.647], [-1.841, 0.482, 0.012], [-2.143, -1.153, -0.331], [-0.467, 0.224, -0.420], [-0.184, 0.601, -1.681], [0.392, 0.058, 0.360]],
  "nbo_charge": [-0.30, -0.02, 0.42, 0.03, -0.34, 0.21],
  "smiles": "FC1=P[C@H]1F",
  "de_lowest_kj_mol": 173.2,
  "spin_multiplicity": 1,
  "gap_ev": 9.41,
  "e_lumo_ev": -0.18
}

---

4.
{
  "formula": "C2HF3I2",
  "method": "ωB97M-V with the def2-TZVPD basis set",
  "symbols": ["C", "C", "F", "F", "F", "I", "I", "H"],
  "positions_angstrom": [[-0.438, 0.388, 0.525], [0.345, -0.245, -0.672], [-0.220, 1.698, 0.695], [-0.410, 0.027, -1.744], [0.385, -1.569, -0.483], [-2.349, -0.327, 0.547], [2.421, 0.262, -0.932], [0.265, -0.234, 2.062]],
  "nbo_charge": [0.01, 0.50, -0.34, -0.33, -0.33, 0.24, 0.13, 0.13],
  "de_lowest_kj_mol": 266.8,
  "spin_multiplicity": 1,
  "gap_ev": 9.29,
  "e_lumo_ev": -0.40
}

---

5.
{
  "formula": "C2HF3NOS",
  "method": "ωB97M-V with the def2-TZVPD basis set",
  "symbols": ["C", "C", "N", "O", "F", "F", "F", "S", "H"],
  "positions_angstrom": [[3.149, 0.090, -0.804], [-1.094, -0.078, 0.864], [2.045, -0.290, -0.788], [4.242, 0.500, -0.485], [-0.867, -0.544, 2.102], [-1.367, 1.219, 0.913], [-2.301, -0.598, 0.564], [0.953, -1.325, -1.444], [-0.164, -0.408, 0.169]],
  "nbo_charge": [0.77, 0.79, -0.66, -0.65, -0.36, -0.35, -0.36, -0.37, 0.19],
  "de_lowest_kj_mol": 135.2,
  "charge": -1,
  "spin_multiplicity": 1,
  "gap_ev": 7.13,
  "e_lumo_ev": 3.85
}

---

6.
{
  "formula": "C2HF3NOS",
  "method": "ωB97M-V with the def2-TZVPD basis set",
  "symbols": ["O", "C", "S", "N", "C", "F", "F", "F", "H"],
  "positions_angstrom": [[1.158, -1.750, -0.121], [1.399, -0.573, 0.023], [2.882, 0.242, -0.014], [0.421, 0.380, 0.343], [-1.289, 0.119, -0.007], [-1.655, -1.136, 0.142], [-1.998, 0.879, 0.828], [-1.573, 0.516, -1.252], [0.653, 1.324, 0.057]],
  "nbo_charge": [-0.67, 0.46, -0.56, -0.71, 1.08, -0.31, -0.34, -0.34, 0.40],
  "smiles": "[O-]C(=S)NC(F)(F)F",
  "de_lowest_kj_mol": 102.5,
  "charge": -1,
  "spin_multiplicity": 1,
  "gap_ev": 7.20,
  "e_lumo_ev": 3.79
}

---

7.
{
  "formula": "C2HF3NP",
  "method": "ωB97M-V with the def2-TZVPD basis set",
  "symbols": ["F", "P", "C", "F", "F", "C", "N", "H"],
  "positions_angstrom": [[1.171, -1.166, 0.399], [1.485, -0.346, -1.035], [1.038, 1.096, -0.313], [1.099, 2.252, -0.956], [0.539, 1.312, 0.909], [-1.663, -1.042, 0.412], [-1.359, -0.805, -0.635], [-2.311, -1.302, 1.218]],
  "nbo_charge": [-0.58, 0.87, 0.33, -0.31, -0.30, 0.10, -0.34, 0.23],
  "smiles": "FP=C(F)F.C#N",
  "de_lowest_kj_mol": 105.1,
  "spin_multiplicity": 1,
  "gap_ev": 9.70,
  "e_lumo_ev": 0.50
}

---

8.
{
  "formula": "C2HF3O2S",
  "method": "ωB97M-V with the def2-TZVPD basis set",
  "symbols": ["C", "C", "O", "O", "F", "F", "F", "S", "H"],
  "positions_angstrom": [[1.577, 2.156, 0.334], [-2.412, 0.696, -0.102], [1.690, 3.162, -0.170], [-0.114, -0.685, -0.341], [-3.681, 0.704, 0.411], [-2.623, 1.096, -1.345], [-1.587, 1.606, 0.423], [-1.694, -1.012, 0.071], [0.323, -0.965, 0.448]],
  "nbo_charge": [0.50, 0.82, -0.50, -0.81, -0.33, -0.32, -0.31, 0.45, 0.49],
  "de_lowest_kj_mol": 0.0,
  "spin_multiplicity": 1,
  "gap_ev": 10.22,
  "e_lumo_ev": 0.17
}

---

9.
{
  "formula": "C2HF5",
  "method": "ωB97M-V with the def2-TZVPD basis set",
  "symbols": ["F", "C", "F", "C", "F", "F", "F", "H"],
  "positions_angstrom": [[-0.555, 1.555, 0.421], [-0.676, 0.394, -0.179], [-1.682, -0.242, 0.440], [0.724, -0.439, 0.092], [0.681, -0.681, 1.347], [0.858, -1.605, -0.656], [1.650, 0.476, -0.248], [-1.000, 0.542, -1.217]],
  "nbo_charge": [-0.31, 0.49, -0.33, 0.93, -0.28, -0.32, -0.31, 0.14],
  "smiles": "FC(F)C(F)(F)F",
  "de_lowest_kj_mol": 55.4,
  "spin_multiplicity": 1,
  "gap_ev": 13.32,
  "e_lumo_ev": 0.97
}

---

10.
{
  "formula": "C2HFN2O2",
  "method": "ωB97M-V with the def2-TZVPD basis set",
  "symbols": ["C", "C", "N", "N", "O", "O", "F", "H"],
  "positions_angstrom": [[-1.154, -0.080, -0.002], [-0.227, 0.882, -0.018], [-0.702, -1.341, 0.011], [1.241, -0.229, 0.004], [2.424, -0.025, -0.029], [0.622, -1.397, 0.018], [0.018, 2.153, 0.019], [-2.222, 0.037, -0.005]],
  "nbo_charge": [-0.19, 0.42, -0.17, 0.36, -0.33, -0.09, -0.25, 0.25],
  "de_lowest_kj_mol": 719.5,
  "spin_multiplicity": 1,
  "gap_ev": [8.45, 8.48],
  "e_lumo_ev": [-0.18, -0.16]
}

---

11.
{
  "formula": "C2HFN2O2",
  "method": "ωB97M-V with the def2-TZVPD basis set",
  "symbols": ["C", "C", "H", "N", "N", "O", "O", "F"],
  "positions_angstrom": [[-0.221, 0.279, -0.519], [-0.047, -0.627, 0.658], [0.760, -0.759, -1.831], [-0.363, 1.468, -0.025], [0.066, 0.151, 1.686], [-0.331, -0.013, -1.782], [-0.272, 1.387, 1.381], [0.410, -1.885, 0.433]],
  "nbo_charge": [0.33, 0.43, 0.49, -0.15, -0.12, -0.58, -0.12, -0.29],
  "de_lowest_kj_mol": 495.0,
  "spin_multiplicity": 1,
  "gap_ev": 10.07,
  "e_lumo_ev": -0.91
}

---

12.
{
  "formula": "C2HI5",
  "method": "ωB97M-V with the def2-TZVPD basis set",
  "symbols": ["C", "C", "I", "I", "I", "I", "I", "H"],
  "positions_angstrom": [[-0.533, 0.460, -1.169], [-2.878, -0.090, -0.128], [0.727, 0.881, 0.457], [-1.062, 1.827, -2.597], [-2.506, 0.623, 1.777], [-4.171, 0.909, -1.389], [-2.943, -2.341, -0.216], [0.013, -0.340, -1.716]],
  "nbo_charge": [-0.64, -0.79, 0.21, 0.25, 0.30, 0.30, 0.18, 0.18],
  "de_lowest_kj_mol": 73.3,
  "spin_multiplicity": 3,
  "gap_ev": [6.17, 6.21],
  "e_lumo_ev": [-1.11, -2.54]
}

---

13.
{
  "formula": "C2HI5O2S",
  "method": "ωB97M-V with the def2-TZVPD basis set",
  "symbols": ["C", "C", "O", "O", "S", "I", "I", "I", "I", "I", "H"],
  "positions_angstrom": [[1.184, 0.625, -0.045], [0.195, -0.586, -0.370], [-2.056, 0.964, -0.534], [-2.122, -1.362, 0.309], [-1.484, -0.096, 0.216], [3.221, 0.053, -0.231], [0.820, 2.248, -1.317], [0.784, -2.365, 0.859], [-0.213, -0.972, -2.418], [-1.211, 0.728, 2.466], [0.880, 0.762, 1.066]],
  "nbo_charge": [-0.73, -0.65, -0.89, -0.92, 1.93, 0.21, 0.25, 0.26, 0.30, -0.02, 0.26],
  "de_lowest_kj_mol": 0.0,
  "spin_multiplicity": 1,
  "gap_ev": 7.75,
  "e_lumo_ev": -1.36
}

---

14.
{
  "formula": "C2HIS",
  "method": "ωB97M-V with the def2-TZVPD basis set",
  "symbols": ["C", "C", "S", "I", "H"],
  "positions_angstrom": [[-0.329, -0.585, 0.326], [1.337, -1.104, -0.468], [-1.224, 0.518, -0.484], [2.478, 0.456, 0.186], [-2.262, 0.714, 0.440]],
  "nbo_charge": [-0.35, -0.19, 0.20, 0.22, 0.12],
  "de_lowest_kj_mol": 503.1,
  "spin_multiplicity": 1,
  "gap_ev": [7.40, 7.41],
  "e_lumo_ev": [-1.15, -1.15]
}

---

15.
{
  "formula": "C2HLi2NaO2",
  "method": "ωB97M-V with the def2-TZVPD basis set",
  "symbols": ["O", "C", "C", "Na", "Li", "H", "Li", "O"],
  "positions_angstrom": [[0.551, -1.388, -1.585], [0.571, -0.485, -0.552], [-0.180, -0.853, 0.538], [1.006, -2.948, -0.247], [-2.051, -1.692, -0.792], [1.128, 0.470, -0.687], [-0.996, 1.540, 1.269], [-1.167, -0.160, 1.165]],
  "nbo_charge": [-0.98, -0.14, -0.20, 0.75, 0.66, 0.13, 0.87, -1.08],
  "de_lowest_kj_mol": 151.8,
  "spin_multiplicity": 1,
  "gap_ev": [3.76, 3.76],
  "e_lumo_ev": [-0.42, -0.41]
}

---

16.
{
  "formula": "C2HN2O3",
  "method": "ωB97M-V with the def2-TZVPD basis set",
  "symbols": ["C", "C", "N", "N", "O", "O", "O", "H"],
  "positions_angstrom": [[-2.113, -0.599, 0.184], [-0.820, 1.557, 0.024], [-3.148, -0.828, 0.640], [-1.149, -0.214, -0.563], [-0.057, 1.488, 0.955], [-1.503, 2.324, -0.557], [0.093, -0.848, -0.337], [0.731, -0.309, 0.386]],
  "nbo_charge": [0.39, 0.95, -0.50, -0.36, -0.70, -0.64, -0.61, 0.47],
  "de_lowest_kj_mol": 130.1,
  "charge": -1,
  "spin_multiplicity": 1,
  "gap_ev": 8.64,
  "e_lumo_ev": 4.02
}

---

17.
{
  "formula": "C2HN2S3",
  "method": "ωB97M-V with the def2-TZVPD basis set",
  "symbols": ["C", "C", "N", "N", "S", "S", "S", "H"],
  "positions_angstrom": [[0.048, 0.899, 0.086], [-1.312, -1.137, -0.850], [-0.984, -0.384, -1.741], [1.029, 0.254, 0.556], [-0.882, 2.195, 0.480], [-1.569, -2.065, 0.416], [2.158, -0.713, -0.129], [1.512, 0.952, 1.182]],
  "nbo_charge": [0.33, 0.05, -0.52, -0.72, -0.03, -0.24, -0.31, 0.45],
  "de_lowest_kj_mol": 276.0,
  "charge": -1,
  "spin_multiplicity": 1,
  "gap_ev": [5.94, 5.94],
  "e_lumo_ev": [2.04, 2.04]
}

---

18.
{
  "formula": "C2HN3O2",
  "method": "ωB97M-V with the def2-TZVPD basis set",
  "symbols": ["C", "C", "N", "N", "N", "O", "O", "H"],
  "positions_angstrom": [[-0.482, 0.642, -0.719], [0.294, 0.558, 2.351], [0.375, -0.285, 1.545], [0.705, -1.075, 0.569], [0.164, -0.757, -0.563], [0.171, 1.568, -0.455], [0.280, -1.386, -1.598], [-1.507, 0.735, -1.131]],
  "nbo_charge": [0.50, 0.31, -0.42, -0.07, 0.27, -0.42, -0.35, 0.18],
  "de_lowest_kj_mol": 656.2,
  "spin_multiplicity": 1,
  "gap_ev": [9.27, 9.27],
  "e_lumo_ev": [-1.36, -1.35]
}

---

19.
{
  "formula": "C2HN3O2S",
  "method": "ωB97M-V with the def2-TZVPD basis set",
  "symbols": ["O", "N", "S", "C", "N", "C", "O", "N", "H"],
  "positions_angstrom": [[1.024, 0.730, 2.467], [0.193, 1.140, 1.280], [-0.141, 2.783, 1.241], [-0.081, 0.207, 0.237], [0.428, -1.078, 0.085], [-0.014, -1.475, -1.062], [-0.751, -0.509, -1.737], [-0.718, 0.652, -0.865], [0.060, -2.450, -1.646]],
  "nbo_charge": [-0.37, -0.16, 0.33, 0.38, -0.44, 0.37, -0.29, -0.06, 0.23],
  "smiles": "[O-][N+](=S)c1ncon1",
  "de_lowest_kj_mol": 531.9,
  "spin_multiplicity": 1,
  "gap_ev": 6.96,
  "e_lumo_ev": -2.89
}

---

20.
{
  "formula": "C2HN3O3",
  "method": "ωB97M-V with the def2-TZVPD basis set",
  "symbols": ["O", "C", "O", "C", "N", "N", "O", "N", "H"],
  "positions_angstrom": [[0.716, -2.019, -0.952], [1.491, -1.058, -0.477], [1.185, 0.191, -0.067], [-0.197, 0.574, 0.042], [-0.641, 0.696, 1.440], [-1.803, 0.997, 1.321], [-2.227, 0.860, -0.095], [-1.090, 0.711, -0.871], [2.565, -0.952, -0.340]],
  "nbo_charge": [-0.55, 0.64, -0.48, 0.50, -0.17, 0.17, -0.19, -0.07, 0.15],
  "smiles": "O=COc1nnon1",
  "de_lowest_kj_mol": 579.0,
  "spin_multiplicity": 1,
  "gap_ev": 11.19,
  "e_lumo_ev": -0.40
}